ORCA calculation (ωB97M-V/def2-TZVPD) on C16H32CoOP as an isolated structure in a non-equilibrium geometry.

Each line ends with the natural charge from an NBO analysis.
CARTESIAN COORDINATES (ANGSTROEM)
C 1.4364 2.2570 -1.0553  -0.569
H 2.2657 2.7250 -0.5127  0.238
H 1.8355 1.8287 -1.9807  0.200
H 1.0561 1.4322 -0.4196  0.122
C 0.3224 3.2529 -1.3266  -0.402
H -0.5610 2.7158 -1.6949  0.176
H 0.0270 3.7152 -0.3777  0.209
C 0.6627 4.3763 -2.3144  -0.610
H -0.2261 4.9985 -2.4779  0.232
H 1.4558 5.0306 -1.9284  0.223
H 0.9827 3.9821 -3.2879  0.207
C -1.0399 -2.2517 -0.4146  -0.100
C -1.6332 -1.2250 -1.2475  -0.009
C -0.6045 -0.6911 -2.1004  -0.064
C 0.6248 -1.3245 -1.7629  -0.015
C 0.3785 -2.2634 -0.6982  -0.085
C 1.4043 -3.1555 -0.0915  -0.656
C 1.9022 -1.1607 -2.5081  -0.667
C -0.8193 0.2034 -3.2692  -0.667
C -3.0694 -0.8450 -1.2975  -0.678
C -1.7751 -3.1589 0.5088  -0.659
Co -0.2722 -0.4983 -0.0539  1.520
H 2.7554 -1.4413 -1.8849  0.246
H 1.9418 -1.7892 -3.4123  0.281
H 2.0293 -0.1224 -2.8284  0.252
H 2.4015 -2.8156 -0.3935  0.249
H 1.3352 -3.1342 1.0042  0.237
H 1.3040 -4.1991 -0.4157  0.281
H -2.6758 -2.6597 0.8932  0.248
H -2.0994 -4.1077 0.0479  0.285
H -1.1465 -3.4156 1.3726  0.241
H -3.1802 0.0773 -1.8781  0.249
H -3.6887 -1.6150 -1.7767  0.277
H -3.4578 -0.6775 -0.2838  0.248
H 0.0198 0.8973 -3.3751  0.252
H -0.9022 -0.3506 -4.2181  0.281
H -1.7368 0.7839 -3.1546  0.248
C -1.1671 -0.6446 4.1507  -1.018
P 0.0208 0.3147 3.1743  1.918
C 0.1821 2.0300 3.7046  -0.997
C 1.6744 -0.4030 3.3587  -1.001
O -0.3488 0.3749 1.6843  -1.196
H -2.2057 -0.3228 3.9627  0.280
H -0.9933 -0.5788 5.2391  0.293
H -1.1323 -1.7173 3.8903  0.266
H 0.5056 2.1358 4.7451  0.281
H 0.9187 2.4938 3.0341  0.269
H -0.7745 2.5482 3.5582  0.277
H 1.7890 -1.2329 2.6494  0.243
H 2.3912 0.3789 3.0816  0.271
H 1.8869 -0.7511 4.3816  0.286

Forces on atoms 1 to 2 (eV/Å):
0.175 0.113 -0.104
-0.087 -0.184 -0.097

Output
multiplicity	5
HOMO-LUMO gap (alpha / beta)	0.377 / 0.289	hartree
E	-2427.61901	Ha
total charge	+2
highest occupied orbital energy (alpha / beta)	-15.871 / -16.792	eV

=====

ORCA calculation (ωB97M-V/def2-TZVPD) on a 3-piece molecular cluster, C29H53FN5O4PS overall in a non-equilibrium geometry.

Each line ends with the Löwdin charge.
CARTESIAN COORDINATES (ANGSTROEM)
C 0.1986 4.9456 -2.2924  -0.161
C 1.2820 3.8406 -2.3865  -0.431
P 1.9105 3.5784 -0.6670  1.054
C 3.5159 4.4779 -0.6219  -0.261
C 2.3017 1.7126 -0.4677  -0.384
C 1.0079 1.1380 -0.7924  -0.280
N -0.0001 0.6966 -1.0826  0.230
C 2.4989 1.4455 1.0527  -0.256
C 3.0202 0.2593 1.5578  -0.027
C 3.1201 0.0324 2.9210  -0.043
C 2.6628 1.0307 3.7709  -0.056
C 2.1642 2.1869 3.1918  -0.129
N 2.0690 2.4064 1.8827  0.092
C 3.3853 1.0055 -1.3938  -0.299
C 3.1144 -0.4485 -1.3391  -0.237
N 2.9114 -1.5668 -1.2834  0.228
C 3.2349 1.2883 -2.9216  -0.132
C 4.0459 2.4265 -3.5186  -0.259
C 3.9733 2.3559 -5.0555  -0.510
S 2.4746 3.1834 -5.7092  0.721
C 4.8286 1.1000 -0.8970  -0.313
C 5.8340 0.2568 -1.6800  -0.002
F 5.2585 2.4248 -0.8884  -0.018
H -0.3589 4.8588 -1.3670  0.046
H -0.4535 4.9100 -3.1561  0.065
H 0.6994 5.9098 -2.2519  0.065
H 2.0539 4.2125 -3.0469  0.019
H 0.8028 2.9475 -2.7703  0.057
H 4.2001 4.0435 0.0939  0.031
H 3.9657 4.6232 -1.5982  0.026
H 3.2482 5.4601 -0.2417  0.033
H 3.3467 -0.5313 0.9064  0.089
H 3.5148 -0.8928 3.3027  0.113
H 2.6872 0.9022 4.8392  0.105
H 1.8055 2.9725 3.8468  0.108
H 3.5825 0.3885 -3.4199  0.112
H 2.1846 1.3543 -3.1828  0.111
H 5.0974 2.3291 -3.2818  0.104
H 3.7007 3.4102 -3.2247  0.055
H 4.8160 2.8511 -5.5170  0.061
H 3.8969 1.3268 -5.3820  0.068
H 1.8762 2.1835 -6.3642  -0.152
H 4.9111 0.7602 0.1259  0.130
H 5.9259 -0.7275 -1.2405  0.090
H 6.7963 0.7436 -1.5568  0.093
H 5.6358 0.2121 -2.7425  0.078
C -6.0328 -3.1153 -4.4980  -0.120
O -4.6192 -3.1248 -4.5068  -0.198
C -4.0324 -1.8487 -4.7407  -0.220
C -3.2658 -1.3796 -3.5242  -0.216
N -4.1714 -1.0584 -2.4283  -0.050
C -3.5004 -0.7930 -1.1575  -0.200
C -2.7725 -1.9535 -0.4913  -0.222
O -3.6258 -2.9926 -0.0388  -0.181
C -3.9128 -4.0033 -0.9865  -0.103
H -6.3657 -4.1468 -4.3957  0.087
H -6.4300 -2.5341 -3.6587  0.081
H -6.4312 -2.7109 -5.4337  0.086
H -4.7906 -1.1150 -5.0282  0.121
H -3.3349 -1.9584 -5.5767  0.120
H -2.6930 -0.4853 -3.7848  0.123
H -2.5535 -2.1717 -3.2551  0.110
H -4.8159 -1.8279 -2.3022  0.071
H -4.2652 -0.4396 -0.4602  0.118
H -2.7935 0.0288 -1.2974  0.097
H -2.2876 -1.5576 0.4036  0.094
H -1.9703 -2.3600 -1.1175  0.114
H -3.0837 -4.1553 -1.6821  0.089
H -4.8229 -3.7818 -1.5517  0.072
H -4.0816 -4.9315 -0.4392  0.086
C -1.8458 -2.9956 7.4749  -0.120
O -2.5290 -3.1881 6.2524  -0.197
C -3.5620 -2.2385 6.0100  -0.218
C -3.2265 -1.3787 4.8120  -0.213
N -2.1070 -0.4906 5.1045  -0.049
C -1.5902 0.2229 3.9402  -0.193
C -0.9266 -0.6007 2.8435  -0.217
O 0.2850 -1.2190 3.2389  -0.195
C 0.1554 -2.5009 3.8267  -0.090
H -1.1444 -3.8203 7.5903  0.087
H -1.2848 -2.0544 7.4833  0.081
H -2.5392 -3.0061 8.3214  0.087
H -3.7419 -1.6202 6.8938  0.121
H -4.4777 -2.7976 5.7971  0.122
H -4.0999 -0.7756 4.5490  0.124
H -3.0127 -2.0517 3.9705  0.111
H -1.3578 -1.0359 5.5104  0.071
H -0.8514 0.9426 4.3040  0.112
H -2.4047 0.8033 3.4965  0.121
H -0.6595 0.0880 2.0356  0.115
H -1.6067 -1.3402 2.4067  0.093
H -0.7054 -3.0452 3.4317  0.092
H 0.0780 -2.4406 4.9166  0.073
H 1.0593 -3.0648 3.5912  0.086

Forces on atoms 1 to 2 (eV/Å):
0.744 -0.150 0.164
-0.461 0.558 0.488

Output
HOMO-LUMO gap	0.317	hartree
E	-2550.78264	Ha
total charge	0
highest occupied orbital energy	-8.117	eV

=====

ORCA calculation (ωB97M-V/def2-TZVPD) on a 7-piece molecular cluster, C10H31FNO10Si overall in a non-equilibrium geometry.

Each line ends with the natural charge from an NBO analysis.
CARTESIAN COORDINATES (ANGSTROEM)
C 4.4145 -1.6039 -0.1106  -0.673
C 3.7756 -0.1669 0.3279  -0.080
O 2.3758 -0.2268 -0.0363  -0.540
C 1.5311 0.4304 0.9450  0.107
N 0.1837 -0.2071 0.8788  -0.680
C -0.8886 0.7744 0.4625  -0.391
C -1.0756 2.0023 1.4851  -0.524
C -0.5734 3.4212 0.9512  0.891
O 0.5606 3.8799 1.2610  -0.579
F -1.3685 4.3077 0.1352  -0.355
C -0.7664 1.2173 -1.0882  0.711
O -1.6123 2.0133 -1.6559  -0.735
O 0.2454 0.7168 -1.9259  -0.842
Si -2.5507 -0.2491 0.5566  1.725
C -4.0692 0.7081 -0.1099  -1.134
C -2.8930 -0.5322 2.4548  -1.136
C -2.3106 -1.9962 -0.2161  -1.153
H 4.6905 -2.2520 0.8033  0.185
H 3.6085 -2.1909 -0.6995  0.218
H 5.3102 -1.4439 -0.8185  0.251
H 4.3221 0.6222 -0.3221  0.186
H 3.9766 0.0908 1.4237  0.161
H 1.9241 0.2512 2.0246  0.134
H 1.5402 1.5600 0.7706  0.179
H 0.2371 -0.8987 0.1059  0.403
H -2.2139 2.1081 1.6740  0.234
H -0.5808 1.8413 2.5107  0.265
H -4.1171 0.6725 -1.2542  0.263
H -4.0659 1.7974 0.2838  0.237
H -5.0054 0.1566 0.2947  0.221
H -2.2275 -1.3598 2.8733  0.240
H -2.8025 0.4725 3.0374  0.242
H -4.0190 -0.7999 2.5049  0.215
H -3.1491 -2.7335 0.0178  0.247
H -2.0662 -1.8873 -1.3282  0.244
H -1.3575 -2.4375 0.2764  0.243
O -1.8273 1.2708 4.9419  -0.931
H -1.0379 1.2208 5.4954  0.470
H -2.0490 2.2108 4.9362  0.468
O 0.3661 1.6633 -4.7111  -0.991
H 0.3017 1.6146 -3.7405  0.521
H -0.3539 1.1016 -5.0178  0.453
O -5.4784 -1.6460 -1.6188  -0.924
H -6.0131 -1.3753 -2.3755  0.466
H -6.0308 -2.2927 -1.1623  0.464
O -1.6564 -4.8423 -0.6652  -0.937
H -1.3579 -4.2577 -1.3738  0.479
H -1.3063 -5.7071 -0.9129  0.460
O 6.6409 -1.3810 -2.1619  -0.930
H 6.4653 -1.6330 -3.0774  0.472
H 7.4951 -0.9324 -2.2020  0.473
O 5.8608 1.9943 -1.4946  -0.943
H 6.0254 2.9241 -1.2956  0.465
H 5.1109 2.0147 -2.1039  0.482

Forces on atoms 1 to 2 (eV/Å):
-0.337 0.141 0.038
1.179 -0.770 -1.518

Output
energy above the lowest of the compared OMol25 structures with the same formula, charge and spin	0.000	eV
HOMO-LUMO gap	0.250	hartree
E	-1596.10026	Ha
total charge	-1
highest occupied orbital energy	-4.336	eV

=====

ORCA calculation (ωB97M-V/def2-TZVPD) on one molecule with the formula C3H3NO3 in a non-equilibrium geometry.

Each line ends with the natural charge from an NBO analysis.
CARTESIAN COORDINATES (ANGSTROEM)
C 1.9508 0.3390 0.4156  0.344
C 0.8872 -0.6901 0.4605  0.192
C -2.2585 0.3332 -0.5826  0.459
N -0.8958 0.2459 -0.6243  -0.306
O -3.0127 -0.3756 -0.0078  -0.556
O 2.7690 0.2311 -0.4459  -0.451
O -0.3557 -0.7081 0.0866  -0.149
H 2.0141 1.1326 1.2726  0.147
H 1.4209 -1.6103 0.7198  0.203
H -2.5194 1.1022 -1.2944  0.117

Forces on atoms 1 to 2 (eV/Å):
-0.604 2.142 0.583
-1.065 -0.462 -0.346

Output
energy above the lowest of the compared OMol25 structures with the same formula, charge and spin	6.125	eV
HOMO-LUMO gap (alpha / beta)	0.276 / 0.305	hartree
E	-396.39935	Ha
total charge	0
highest occupied orbital energy (alpha / beta)	-9.298 / -9.697	eV

=====

ORCA calculation (ωB97M-V/def2-TZVPD) on a 7-piece molecular cluster, C25H61N8O7P overall.

Each line ends with the Löwdin charge.
CARTESIAN COORDINATES (ANGSTROEM)
C 3.9600 -1.0872 5.0883  -0.115
C 3.5191 -1.4878 3.6775  -0.272
C 2.7021 -2.7897 3.6837  -0.228
C 1.6637 -2.8812 2.5581  -0.290
N 0.2530 -2.8686 3.0036  -0.220
P -0.0830 -1.6088 4.1209  0.946
C -1.8870 -1.8361 4.3881  -0.463
N -2.1211 -3.1273 5.0475  -0.063
C -0.0747 -0.0764 3.0627  -0.329
C 0.2200 1.1522 3.9063  -0.313
O 0.5818 2.2729 3.0975  -0.102
H 3.1119 -1.1638 5.7733  0.060
H 4.7506 -1.7496 5.4400  0.070
H 4.3066 -0.0544 5.1317  0.059
H 2.9584 -0.6728 3.2104  0.088
H 4.4051 -1.6387 3.0664  0.082
H 3.3976 -3.6172 3.5277  0.108
H 2.2479 -2.9454 4.6603  0.074
H 1.8467 -2.0805 1.8323  0.078
H 1.8209 -3.8160 2.0165  0.105
H -0.3077 -2.7023 2.1684  0.032
H -2.4717 -1.7820 3.4679  0.075
H -2.1732 -0.9917 5.0292  0.067
H -1.9286 -3.0390 6.0372  0.053
H -3.1026 -3.3647 4.9797  0.054
H 0.7087 -0.2352 2.3194  0.072
H -1.0533 0.0261 2.6011  0.051
H -0.6499 1.4268 4.5036  0.111
H 1.0347 0.9223 4.6007  0.096
H 1.0623 1.9141 2.3526  0.055
C 3.7419 -1.8884 -0.1604  -0.351
O 4.5041 -2.1926 0.7370  0.012
N 3.4101 -2.6952 -1.1853  -0.188
C 2.4785 -2.2851 -2.2135  -0.063
C 4.0036 -4.0202 -1.2411  -0.037
H 3.2320 -0.9095 -0.1981  0.130
H 1.6117 -2.9498 -2.2342  0.079
H 2.9567 -2.2998 -3.1960  0.086
H 2.1345 -1.2730 -2.0078  0.087
H 3.7481 -4.5894 -0.3470  0.090
H 5.0901 -3.9496 -1.2951  0.092
H 3.6303 -4.5408 -2.1196  0.084
C 4.0594 2.2183 0.7354  -0.361
O 3.0022 2.1120 0.1325  -0.017
N 4.2883 3.0889 1.7284  -0.184
C 5.5494 3.1270 2.4384  -0.055
C 3.2267 4.0102 2.1192  -0.034
H 4.9268 1.5703 0.5200  0.132
H 5.3974 2.9226 3.4997  0.090
H 6.0179 4.1078 2.3367  0.089
H 6.2220 2.3740 2.0318  0.082
H 2.3393 3.4641 2.4201  0.058
H 2.9614 4.6579 1.2835  0.101
H 3.5576 4.6172 2.9542  0.080
C -2.0820 -2.2602 -0.6098  -0.347
O -1.2612 -2.5385 0.2524  -0.008
N -2.4852 -1.0148 -0.8925  -0.182
C -3.4514 -0.7232 -1.9370  -0.057
C -1.9030 0.0631 -0.1121  -0.031
H -2.5594 -3.0280 -1.2405  0.137
H -3.0057 -0.0752 -2.6861  0.070
H -4.3318 -0.2346 -1.5121  0.091
H -3.7550 -1.6465 -2.4225  0.082
H -0.8185 0.0599 -0.2272  0.095
H -2.1327 -0.0933 0.9377  0.066
H -2.3032 1.0194 -0.4383  0.093
C -1.6649 -0.7860 -5.5756  -0.328
O -2.6673 -0.9193 -4.8890  -0.023
N -0.5682 -1.5467 -5.4567  -0.183
C 0.5955 -1.3586 -6.3003  -0.047
C -0.5559 -2.5924 -4.4469  -0.033
H -1.5822 -0.0169 -6.3591  0.142
H 0.8022 -2.2633 -6.8742  0.093
H 1.4720 -1.1164 -5.6963  0.086
H 0.4137 -0.5414 -6.9944  0.086
H -1.3624 -3.3039 -4.6253  0.098
H -0.6943 -2.1648 -3.4524  0.082
H 0.3982 -3.1119 -4.4851  0.081
C 0.4125 5.4119 3.8790  -0.333
O 1.5623 5.8176 3.8804  0.007
N -0.6600 6.1900 3.6313  -0.195
C -2.0026 5.6519 3.6157  -0.058
C -0.4508 7.6026 3.3690  -0.044
H 0.1572 4.3631 4.0735  0.115
H -2.4668 5.7970 2.6376  0.089
H -2.6245 6.1369 4.3716  0.088
H -1.9650 4.5848 3.8258  0.081
H 0.1892 7.7391 2.4968  0.091
H 0.0366 8.0807 4.2191  0.091
H -1.4118 8.0784 3.1890  0.083
C -4.8693 -1.0788 -7.4961  -0.347
O -4.3469 -1.4662 -8.5269  0.004
N -6.1908 -0.8563 -7.3548  -0.199
C -6.7537 -0.3973 -6.1029  -0.057
C -7.0622 -1.0874 -8.4932  -0.045
H -4.2940 -0.8745 -6.5807  0.104
H -7.4803 -1.1165 -5.7182  0.088
H -7.2526 0.5657 -6.2322  0.088
H -5.9563 -0.2819 -5.3710  0.081
H -6.9973 -2.1255 -8.8200  0.091
H -6.7713 -0.4545 -9.3320  0.091
H -8.0872 -0.8617 -8.2090  0.083

Forces on atoms 1 to 2 (eV/Å):
-0.369 0.026 -0.143
0.147 -0.045 0.495

Output
HOMO-LUMO gap	0.307	hartree
E	-2295.23367	Ha
total charge	0
highest occupied orbital energy	-7.941	eV